No. 1
C20H20Cl2N4OS in the gas phase. Source: the Open Molecules 2025 dataset; level of theory: the ωB97M-V functional and the def2-TZVPD basis.

```
48
Properties=species:S:1:pos:R:3:forces:R:3
C -3.301 -0.361 -2.236 -0.1 -0.1 0.2
H 2.029 1.981 1.525 0.0 0.0 0.0
H 4.061 -1.027 4.655 -0.1 0.0 0.0
C 3.391 -0.299 4.194 -0.2 -0.4 -0.1
C -3.116 -2.185 -0.682 0.0 0.1 -0.1
N -1.383 2.184 0.789 -0.5 0.8 -0.6
C 0.035 0.574 0.833 0.0 -0.1 -0.3
H -4.193 2.232 -2.331 -0.1 0.0 0.0
N -0.222 0.827 -0.491 -0.3 0.5 0.8
H -3.937 2.551 -0.586 -0.1 0.0 -0.1
Cl -2.813 -3.852 -0.362 0.0 -0.1 0.1
C 1.078 0.161 -3.868 0.0 0.0 0.0
S -1.891 2.543 -1.857 -0.3 0.3 0.0
C -1.123 1.864 -0.445 0.0 0.1 -0.5
H 1.309 -1.752 -4.799 0.0 0.0 -0.1
C 1.005 -1.221 -3.909 0.0 0.0 0.0
C 2.645 -0.922 3.014 0.1 0.1 0.2
H 3.391 0.871 1.184 0.0 0.0 0.0
C 0.690 0.847 -2.731 0.0 -0.1 0.2
H -3.252 0.007 -3.249 0.0 0.0 -0.1
C 0.139 -1.250 -1.672 0.0 0.2 0.0
H 2.679 2.167 3.868 0.1 0.0 -0.1
Cl -2.784 -2.773 -3.306 0.0 0.0 -0.2
C 3.413 1.764 3.155 -0.2 0.2 -0.3
C -3.095 -1.707 -1.990 -0.1 0.0 0.1
H -3.375 -1.687 1.377 0.0 -0.1 0.1
C 1.012 -0.437 1.317 0.2 -0.1 0.1
C 2.663 1.201 1.949 0.2 0.2 0.2
H 0.465 -1.298 1.716 0.1 0.0 -0.1
N 1.825 0.099 2.388 0.0 0.0 0.0
C 0.218 0.137 -1.634 0.2 -0.4 -0.5
N -0.660 1.386 1.580 0.5 -0.7 0.9
H 1.440 0.711 -4.722 0.0 0.0 -0.1
C -3.363 -1.313 0.366 0.1 -0.1 -0.1
C -3.537 0.519 -1.185 -0.2 -0.3 0.0
H 0.476 -3.001 -2.840 0.0 -0.1 0.0
H 1.625 -0.782 0.460 -0.1 0.0 0.2
H 2.656 0.049 4.934 0.1 -0.1 0.0
H -3.738 0.708 0.941 0.0 0.1 0.1
H -0.251 -1.789 -0.822 -0.1 -0.1 0.1
C 0.539 -1.924 -2.811 0.1 -0.1 0.0
O 4.199 0.776 3.780 0.2 0.0 0.0
C -3.602 1.984 -1.451 0.4 0.2 0.0
H 0.748 1.924 -2.688 0.1 0.1 0.0
H 4.099 2.555 2.848 -0.1 0.0 0.0
H 1.999 -1.725 3.375 0.0 0.0 0.0
C -3.572 0.031 0.116 -0.1 0.0 -0.2
H 3.378 -1.346 2.303 0.0 0.0 0.0
```
Positions in Å, forces in eV/Å.

As for the SMILES: Clc1ccc(CSc2nnc(CN3CCOCC3)n2-c2ccccc2)cc1Cl. Its HOMO energy is -8.818 eV. The value obtained for the gap between HOMO and LUMO is 9.28 eV. Its total energy is -64952.38722 eV. The energy above the lowest of the compared OMol25 structures with the same formula, charge and spin comes out at 1.351 eV.

How positive or negative is each atom? The Löwdin charges in e answer that:
1. C -0.070
2. H 0.121
3. H 0.125
4. C -0.198
5. C -0.705
6. N 0.038
7. C -0.287
8. H 0.083
9. N 0.061
10. H 0.082
11. Cl 0.680
12. C -0.067
13. S 0.976
14. C -0.637
15. H 0.105
16. C -0.077
17. C -0.171
18. H 0.133
19. C -0.037
20. H 0.121
21. C -0.032
22. H 0.131
23. Cl 0.703
24. C -0.192
25. C -0.690
26. H 0.111
27. C -0.127
28. C -0.163
29. H 0.133
30. N -0.165
31. C -0.221
32. N 0.087
33. H 0.107
34. C -0.087
35. C -0.310
36. H 0.106
37. H 0.127
38. H 0.128
39. H 0.118
40. H 0.112
41. C -0.087
42. O -0.132
43. C -0.373
44. H 0.101
45. H 0.126
46. H 0.124
47. C -0.040
48. H 0.131


No. 2
C7H12 in the gas phase. Source: the Open Molecules 2025 dataset; level of theory: the ωB97M-V functional and the def2-TZVPD basis.

```
19
Properties=species:S:1:pos:R:3:forces:R:3
C -0.099 0.223 -2.116 -0.1 -0.1 -0.1
C -1.089 -0.089 0.875 -0.1 0.0 -0.1
H -0.278 0.673 -3.089 0.0 0.0 0.2
H 2.316 -0.343 0.230 0.0 -0.1 0.0
H -0.301 -1.601 2.207 -0.1 0.1 0.1
H -0.687 -0.067 3.013 0.0 -0.1 -0.1
H 1.197 -1.572 -0.413 -0.1 0.3 0.1
H -1.988 -1.170 2.546 0.2 0.1 -0.1
C 1.290 0.333 -1.578 0.2 0.0 0.0
C 0.180 1.173 -0.984 -0.2 0.3 0.0
C -1.014 -0.771 2.237 0.1 -0.1 0.0
H -1.759 0.780 0.945 0.1 -0.1 0.0
C 0.252 0.420 0.344 -0.2 0.1 0.0
C 1.372 -0.491 -0.293 0.1 -0.1 0.1
H 0.714 1.036 1.131 -0.1 -0.1 -0.3
H -1.563 -0.760 0.148 0.2 0.0 0.1
H -0.012 2.235 -1.100 0.1 -0.1 0.0
H -0.660 -0.693 -1.932 0.1 0.2 -0.1
H 2.130 0.685 -2.171 -0.2 -0.2 0.1
```
Positions in Å, forces in eV/Å.

As for the SMILES: CC[C@H]1C[C@H]2C[C@@H]12. Its HOMO energy is -9.610 eV. The value obtained for the gap between HOMO and LUMO is 10.83 eV. Its total energy is -7452.04805 eV. The energy above the lowest of the compared OMol25 structures with the same formula, charge and spin comes out at 1.383 eV.

How positive or negative is each atom? The Löwdin charges in e answer that:
1. C -0.091
2. C -0.237
3. H 0.103
4. H 0.102
5. H 0.071
6. H 0.071
7. H 0.111
8. H 0.069
9. C -0.224
10. C -0.206
11. C -0.113
12. H 0.115
13. C -0.277
14. C -0.098
15. H 0.140
16. H 0.104
17. H 0.131
18. H 0.100
19. H 0.129


No. 3
2 unconnected molecules or ions with the total composition CHO4PS. Source: the Open Molecules 2025 dataset; level of theory: the ωB97M-V functional and the def2-TZVPD basis.

```
8
Properties=species:S:1:pos:R:3:forces:R:3
P -2.599 -0.015 0.050 -3.9 0.0 -0.7
O -0.041 -0.597 0.842 0.2 -0.1 0.3
H 2.116 0.235 0.577 1.3 -0.1 -0.7
S 3.482 0.610 0.363 -0.5 0.5 0.8
O -3.043 1.313 -0.464 0.3 1.1 0.3
O 4.200 -0.161 -0.804 -0.4 -0.3 -0.1
O -3.248 -1.162 -0.681 0.5 -0.6 0.4
C -0.867 -0.222 0.117 2.4 -0.5 -0.3
```
Positions in Å, forces in eV/Å.

The total charge is -2. Its HOMO energy (spin up / spin down) is 0.900 / 0.900 eV. The value obtained for the gap between HOMO and LUMO (spin up / spin down) is 5.43 / 5.42 eV. Its total energy is -29365.53451 eV. The energy above the lowest of the compared OMol25 structures with the same formula, charge and spin comes out at 4.327 eV.

How positive or negative is each atom? The Löwdin charges in e answer that:
1. P 0.304
2. O -0.024
3. H -0.228
4. S 0.251
5. O -0.498
6. O -1.003
7. O -0.502
8. C -0.300


No. 4
A molecular structure, C20H31HgO5S. Source: the Open Molecules 2025 dataset; level of theory: the ωB97M-V functional and the def2-TZVPD basis.

```
58
Properties=species:S:1:pos:R:3:forces:R:3
C -2.195 0.836 3.976 -1.0 0.2 -0.8
H 2.334 -5.229 -4.440 -0.1 0.3 -0.2
C 1.288 -3.529 -5.437 0.0 -0.4 0.3
C 0.100 3.315 3.277 0.2 -0.7 0.5
H -3.811 1.994 2.956 0.3 -0.2 -0.1
H -3.816 -0.095 1.195 0.1 -0.1 0.5
H -0.763 -0.868 4.241 -0.3 0.3 -0.4
C 2.401 -4.136 -4.531 -0.1 0.5 -0.1
O -1.700 3.467 -0.551 -1.7 -0.1 -0.2
H -0.381 -2.342 -4.644 0.2 0.1 0.0
H -0.100 3.924 1.126 0.4 0.0 0.3
H -1.165 -1.182 -0.502 0.3 0.2 -0.2
H 3.121 -2.977 -2.809 -0.4 -0.2 -0.1
O -3.513 3.990 -2.168 0.0 0.1 0.3
C -2.027 -0.835 2.401 0.3 0.2 1.2
C -1.525 -0.376 3.627 -0.6 -0.7 -0.9
C 0.393 3.316 1.887 -0.6 -0.3 -0.4
H 2.565 1.047 3.063 -0.1 0.1 0.0
C -0.143 -0.993 -0.876 0.2 0.3 0.0
C 1.788 1.786 2.897 -0.7 0.9 -0.4
C 0.827 -2.141 -0.676 0.6 0.3 -0.2
H 1.882 2.155 0.686 -0.1 0.1 0.1
H 3.255 0.005 0.655 0.1 0.1 0.0
H -2.758 6.007 -0.144 -0.2 -0.3 0.0
C 1.415 -1.745 1.719 0.1 0.2 0.5
C 0.716 -2.338 -4.638 0.4 0.1 -0.2
H 3.406 -3.894 -4.909 -0.4 -0.1 0.0
H 1.086 -1.379 -5.046 -0.2 -0.3 0.1
H 3.655 -1.582 -0.026 0.0 -0.1 0.1
H 2.966 -0.315 -1.057 -0.2 -0.1 0.1
C 0.945 2.360 3.902 0.1 0.4 -0.8
H -0.152 -0.598 -1.904 -0.2 0.0 0.3
H -1.761 -1.763 1.903 0.0 0.2 0.0
C -3.111 1.161 2.963 0.5 -0.5 1.2
H 0.449 -2.241 1.844 0.1 0.1 0.1
O 0.626 -0.130 0.022 -1.1 -0.3 -0.4
H 1.472 -2.244 -1.539 -0.5 -0.3 0.8
C -3.507 5.254 0.127 0.0 0.0 0.0
C 2.939 -0.757 -0.055 0.1 -0.1 0.1
O -3.973 2.672 -0.114 0.3 1.1 -0.6
H 0.940 2.086 4.955 0.0 0.1 -0.1
H -0.679 3.901 3.768 0.2 -0.2 -0.2
H -4.511 5.598 -0.144 0.2 -0.1 0.1
Hg -1.767 1.463 0.651 0.7 0.7 0.9
C -3.034 0.116 1.933 0.8 0.5 -0.6
H 0.504 -4.278 -5.617 0.2 0.2 0.0
S -3.194 3.747 -0.780 1.0 -1.1 0.4
H 1.491 -0.931 2.436 0.0 0.0 0.2
H 1.682 -3.207 -6.405 -0.1 -0.1 0.1
C 1.542 -1.214 0.321 -0.2 -0.5 0.0
H 1.907 -4.219 -2.396 -0.1 0.6 -0.4
C 2.192 -3.467 -3.162 0.0 0.1 0.2
H 2.205 -2.484 1.903 -0.1 0.1 0.0
H -2.015 1.398 4.893 0.0 -0.1 -0.5
H 0.366 -3.078 -0.324 0.5 0.3 0.0
H -3.450 5.026 1.196 0.0 0.0 -0.3
O 1.153 -2.446 -3.279 0.5 -1.3 -1.5
C 1.442 2.386 1.651 0.2 -0.5 0.8
```
Positions in Å, forces in eV/Å.

The total charge is -1. Its HOMO energy is -3.080 eV. The value obtained for the gap between HOMO and LUMO is 5.33 eV. Its total energy is -46487.08146 eV. The energy above the lowest of the compared OMol25 structures with the same formula, charge and spin comes out at 0.000 eV.

How positive or negative is each atom? The Löwdin charges in e answer that:
1. C -0.141
2. H 0.104
3. C -0.152
4. C -0.215
5. H 0.087
6. H 0.084
7. H 0.096
8. C -0.154
9. O -0.490
10. H 0.119
11. H 0.044
12. H 0.093
13. H 0.122
14. O -0.347
15. C -0.189
16. C -0.132
17. C -0.234
18. H 0.054
19. C -0.165
20. C -0.203
21. C -0.096
22. H 0.062
23. H 0.077
24. H 0.066
25. C -0.018
26. C -0.182
27. H 0.105
28. H 0.122
29. H 0.081
30. H 0.092
31. C -0.206
32. H 0.116
33. H 0.073
34. C -0.199
35. H 0.067
36. O -0.144
37. H 0.051
38. C -0.153
39. C -0.010
40. O -0.444
41. H 0.060
42. H 0.065
43. H 0.060
44. Hg 1.268
45. C -0.320
46. H 0.104
47. S 0.416
48. H 0.068
49. H 0.101
50. C -0.557
51. H 0.122
52. C -0.185
53. H 0.090
54. H 0.094
55. H 0.127
56. H 0.064
57. O -0.211
58. C -0.209